Record 1
9
Properties=species:S:1:pos:R:3:lowdin_charge:R:1 method="wB97M-V/def2-TZVPD" e_homo_ha=-0.386 fmax_ev_per_a=2.51 smiles=O.O.O lumo_ev=0.372 de_lowest_kj_mol=49.6
O 0.706 2.664 0.093 -0.076
H 0.292 1.852 0.399 -0.042
H 0.933 2.585 -0.828 0.016
O -0.094 -2.528 0.141 -0.035
H 0.860 -2.388 -0.047 0.078
H -0.365 -2.596 -0.752 0.025
O -0.512 0.394 0.443 -0.026
H -0.456 -0.581 0.385 0.032
H -1.365 0.598 0.165 0.027

***

Record 2
9
Properties=species:S:1:pos:R:3:lowdin_charge:R:1 method="wB97M-V/def2-TZVPD" e_homo_ha=-0.350 fmax_ev_per_a=14.32 lumo_ev=0.248 de_lowest_kj_mol=424.9
O 0.932 0.068 -0.423 0.105
H 0.234 -0.116 0.205 0.026
H 1.475 -0.720 -0.416 0.133
O -0.396 -1.200 1.130 0.006
H -0.785 -1.323 0.264 0.072
H -1.068 -0.736 1.630 0.083
O -0.015 1.712 -0.749 -0.068
H -0.878 1.398 -1.018 0.013
H 0.502 0.916 -0.623 -0.370

***

Record 3
9
Properties=species:S:1:pos:R:3:lowdin_charge:R:1 method="wB97M-V/def2-TZVPD" e_homo_ha=-0.416 fmax_ev_per_a=4.58 smiles=O.O.O lumo_ev=0.682 de_lowest_kj_mol=97.3
O 1.969 -1.045 -0.121 0.005
H 2.753 -1.092 0.419 0.043
H 1.398 -0.716 0.486 -0.045
O -2.211 -0.692 0.099 -0.039
H -2.157 -1.648 -0.082 0.051
H -2.572 -0.305 -0.650 -0.009
O 0.234 1.779 -0.113 -0.032
H -0.282 2.159 0.531 -0.018
H 0.923 1.261 0.379 0.044

***

Record 4
10
Properties=species:S:1:pos:R:3:lowdin_charge:R:1 method="wB97M-V/def2-TZVPD" e_homo_ha="-0.706 / -0.706" total_charge=+2 multiplicity=2 fmax_ev_per_a=1.52 lumo_ev="-7.918 / -16.964" de_lowest_kj_mol=68.6
Rb 14.512 16.093 16.850 1.225
O 13.238 14.369 14.985 0.201
H 12.561 13.751 15.261 0.136
H 13.312 14.236 14.040 0.142
O 14.481 14.380 18.974 0.120
H 14.263 15.184 19.447 0.087
H 15.129 13.944 19.528 0.134
O 16.618 18.052 16.822 -0.118
H 15.864 18.619 16.984 0.022
H 16.780 18.131 15.882 0.052

***

Record 5
12
Properties=species:S:1:pos:R:3:lowdin_charge:R:1 method="wB97M-V/def2-TZVPD" e_homo_ha="-0.152 / -0.418" multiplicity=3 fmax_ev_per_a=4.25 lumo_ev="0.384 / -2.321" de_lowest_kj_mol=0.0
O -2.086 1.474 -0.625 -0.213
O -1.595 -1.189 0.325 -0.284
O 1.771 -1.256 -0.327 -0.213
O 2.181 1.121 0.721 -0.152
Si -1.320 0.422 0.375 0.320
Si 1.332 0.272 -0.418 0.310
H -2.257 1.334 -1.589 0.081
H -2.603 -1.516 0.172 0.139
H 1.834 -2.143 -0.808 0.123
H 2.398 0.653 1.471 0.003
H -1.677 0.842 1.663 -0.059
H 1.782 0.596 -1.761 -0.055

***

Record 6
9
Properties=species:S:1:pos:R:3:lowdin_charge:R:1 method="wB97M-V/def2-TZVPD" e_homo_ha=-0.379 fmax_ev_per_a=3.10 smiles=O[SiH2][SiH3] lumo_ev=0.617 de_lowest_kj_mol=121.2
O -0.495 -0.618 1.750 -0.396
Si -0.177 0.642 0.624 0.381
Si 0.558 -0.457 -1.324 0.487
H -1.305 -0.530 2.364 0.075
H 0.621 1.565 1.341 -0.102
H -1.545 1.326 0.474 -0.064
H 0.356 0.459 -2.471 -0.127
H 2.060 -0.685 -1.279 -0.108
H -0.073 -1.701 -1.477 -0.146

***

Record 7
11
Properties=species:S:1:pos:R:3:lowdin_charge:R:1 method="wB97M-V/def2-TZVPD" e_homo_ha="-0.284 / -0.285" fmax_ev_per_a=3.04 lumo_ev="-2.165 / -2.179" de_lowest_kj_mol=167.6
Si 1.329 1.669 -0.788 -0.113
Si -0.909 -1.923 0.931 0.394
Si -0.636 1.200 -1.984 0.187
Si -1.365 -0.546 -0.805 -0.031
Si 1.556 1.102 1.347 0.342
H 2.704 0.806 -1.249 -0.063
H 1.530 3.061 -1.400 -0.127
H -1.799 -3.154 1.334 -0.126
H 0.020 -1.928 2.163 -0.139
H 0.111 1.235 1.871 -0.215
H -2.541 -1.523 -1.420 -0.110

***

Record 8
119
Properties=species:S:1:pos:R:3:lowdin_charge:R:1 method="wB97M-V/def2-TZVPD" e_homo_ha=-0.370 fmax_ev_per_a=3.37 lumo_ev=-1.043
O 2.200 0.804 3.533 -0.292
V 2.235 -0.273 2.360 0.915
O 2.136 -1.692 3.050 -0.274
O -2.688 1.530 3.103 -0.300
V -2.885 2.309 1.679 0.926
O -3.943 3.418 1.889 -0.273
S -0.336 0.316 0.232 0.447
O 0.445 -0.404 1.302 -0.359
O 0.569 1.212 -0.514 -0.335
O -0.879 -0.560 -0.794 -0.323
O -1.490 0.999 0.832 -0.358
O -2.142 -4.147 1.064 -0.049
H -1.472 -4.382 1.706 0.005
H -2.968 -4.210 1.545 0.074
O -2.563 3.255 -0.392 -0.048
H -2.912 2.819 -1.170 0.028
H -2.346 4.138 -0.690 0.085
O 4.634 -0.072 2.902 -0.029
H 5.388 -0.660 2.855 0.077
H 4.915 0.633 3.485 0.078
O 3.436 -3.738 -0.727 -0.019
H 3.449 -3.477 -1.647 0.047
H 3.660 -4.668 -0.738 0.064
O -1.388 4.048 2.290 -0.026
H -0.975 4.372 1.491 0.065
H -0.888 4.451 3.000 0.064
O -2.136 -1.022 -3.027 -0.041
H -1.852 -1.888 -3.323 0.020
H -1.533 -0.801 -2.318 -0.017
O 0.889 -1.639 -4.502 -0.044
H 0.095 -1.897 -4.969 0.038
H 0.927 -2.229 -3.749 -0.017
O -4.454 -1.095 4.313 -0.049
H -4.122 -1.585 3.561 0.006
H -4.744 -0.260 3.945 0.013
O -6.511 0.005 -1.447 -0.040
H -6.632 0.089 -2.392 0.031
H -5.592 -0.245 -1.344 0.012
O -4.472 -0.093 -4.299 -0.042
H -4.366 -0.272 -5.233 0.050
H -3.773 -0.593 -3.877 -0.020
O -2.733 -3.946 -3.740 -0.025
H -2.691 -4.798 -3.306 0.038
H -3.646 -3.674 -3.646 0.054
O -2.433 4.486 -3.567 -0.060
H -1.477 4.475 -3.614 -0.017
H -2.678 3.569 -3.447 -0.023
O 2.835 6.024 1.294 -0.064
H 3.675 6.479 1.228 0.044
H 2.731 5.588 0.448 -0.020
O 1.526 4.139 3.208 -0.041
H 1.791 4.269 4.118 0.044
H 2.092 4.725 2.706 -0.005
O 1.953 -4.801 2.682 -0.055
H 1.578 -4.335 1.935 -0.030
H 2.609 -4.200 3.034 0.039
O 0.566 -3.298 1.146 -0.017
H 1.144 -3.058 0.422 0.035
H 0.371 -2.469 1.582 0.038
O 2.532 1.636 1.060 -0.065
H 1.706 1.545 0.587 -0.024
H 2.660 2.581 1.141 0.075
O 4.840 2.065 -0.724 -0.030
H 5.354 1.276 -0.547 0.038
H 3.930 1.784 -0.630 0.006
O -0.783 -4.765 -1.273 -0.026
H -1.509 -4.567 -1.865 0.017
H -1.017 -4.331 -0.453 0.000
O -2.646 1.961 -2.760 -0.019
H -3.098 1.273 -3.249 0.037
H -2.007 1.493 -2.222 0.049
O 4.869 -1.179 -2.995 -0.040
H 5.245 -0.828 -2.188 0.015
H 3.949 -0.917 -2.965 -0.025
O 1.267 3.552 -1.813 -0.035
H 0.962 3.641 -2.716 -0.004
H 0.844 2.755 -1.494 0.004
O -0.160 1.221 -5.273 -0.039
H -0.787 1.006 -4.583 0.009
H 0.676 0.881 -4.953 -0.007
O -0.685 -5.267 3.239 -0.039
H 0.204 -4.946 3.089 -0.004
H -0.565 -6.108 3.679 0.071
O -3.209 -1.630 0.558 -0.035
H -2.660 -2.400 0.704 0.004
H -2.611 -0.975 0.195 -0.007
O 0.549 -2.536 -1.996 -0.058
H -0.115 -2.043 -1.515 0.005
H 0.290 -3.452 -1.894 0.018
O 1.010 -1.848 6.385 -0.042
H 0.993 -1.379 5.550 -0.013
H 0.233 -1.539 6.850 0.034
O 2.379 -0.258 -2.042 -0.037
H 1.721 -0.910 -2.282 0.015
H 1.943 0.295 -1.393 0.006
O -0.495 -0.619 3.957 -0.054
H -0.626 -0.012 3.228 0.007
H -0.279 -0.057 4.701 -0.001
O -4.563 0.708 0.933 -0.023
H -4.254 -0.163 0.685 0.006
H -5.485 0.718 0.675 0.067
O 0.270 1.544 5.550 -0.029
H 0.106 2.311 5.001 0.039
H 0.320 1.893 6.440 0.060
O 3.027 0.904 -4.742 -0.033
H 3.639 1.636 -4.808 0.043
H 3.078 0.630 -3.826 -0.017
O 3.287 -1.158 0.670 -0.045
H 3.137 -2.039 0.326 0.036
H 4.194 -0.961 0.439 0.078
O 0.200 3.923 -4.277 -0.041
H 0.216 4.669 -4.877 0.082
H 0.816 3.297 -4.657 0.051
O 3.423 4.654 -0.805 -0.049
H 2.803 4.311 -1.449 0.003
H 4.026 3.928 -0.644 0.014
O -2.140 -3.035 4.260 -0.055
H -1.416 -3.655 4.174 -0.010
H -1.715 -2.184 4.364 -0.010

***

Record 9
10
Properties=species:S:1:pos:R:3:lowdin_charge:R:1 method="wB97M-V/def2-TZVPD" e_homo_ha="-0.918 / -0.792" total_charge=+2 multiplicity=2 fmax_ev_per_a=4.43 lumo_ev="-8.899 / -18.158" de_lowest_kj_mol=84.2
O -1.539 1.112 1.266 0.260
H -2.081 1.914 1.478 0.198
H -1.590 0.517 2.129 0.236
O 1.137 -0.667 -1.878 0.264
H 1.852 -0.180 -2.282 0.157
H 1.215 -1.529 -2.387 0.209
O 0.445 -0.295 0.461 0.213
H 0.417 -0.388 -0.609 0.148
H -0.195 0.529 0.757 0.161
H 0.338 -1.015 1.065 0.154

***

Record 10
120
Properties=species:S:1:pos:R:3:lowdin_charge:R:1 method="wB97M-V/def2-TZVPD" e_homo_ha="-0.013 / -0.284" total_charge=-1 multiplicity=2 fmax_ev_per_a=11.64 lumo_ev="1.523 / 1.484" de_lowest_kj_mol=1106.5
H 1.174 5.962 -0.463 0.073
H 0.599 6.789 0.341 0.119
O 1.251 6.000 0.568 -0.120
H 1.963 -1.300 -1.023 0.119
H 2.309 -2.374 -0.003 0.029
O 1.520 -2.178 -0.620 -0.161
H 1.180 -5.844 -2.435 0.039
H -0.154 -4.945 -2.091 0.059
O 0.236 -5.677 -2.676 -0.146
H 1.640 0.052 4.629 0.000
H 0.865 0.553 6.066 0.060
O 1.260 -0.139 5.520 -0.079
H 0.573 -5.899 -0.711 0.085
H -0.489 -6.674 -0.200 0.005
O -0.449 -5.802 -0.464 -0.096
H -5.155 4.470 -1.594 -0.047
O -5.141 3.837 -0.965 -0.044
H 2.801 1.176 -0.656 -0.074
O 2.577 1.645 0.069 -0.005
H 2.537 -1.703 5.810 -0.098
H 1.999 -2.661 4.844 -0.026
O 2.412 -2.532 5.649 0.042
H 2.292 -1.579 2.456 -0.002
H 3.294 -1.100 3.377 0.042
O 3.195 -1.774 2.695 -0.062
H 0.158 3.861 -4.781 -0.021
H 1.415 2.961 -4.508 -0.034
O 0.975 3.475 -5.151 -0.059
H 0.806 -4.860 -4.523 0.069
H 0.547 -3.555 -5.116 -0.050
O 1.332 -4.075 -4.977 -0.107
H 1.799 -4.042 -1.461 0.012
O 2.091 -4.871 -1.109 -0.110
H -3.864 1.764 0.389 0.078
H -4.188 0.198 0.014 -0.006
O -3.605 0.922 -0.118 -0.079
H -2.545 0.841 2.144 -0.094
H -2.913 0.002 1.110 0.035
O -2.268 0.089 1.866 -0.023
H 1.231 -4.902 3.983 0.013
H 1.963 -3.997 2.873 -0.009
O 1.435 -4.746 3.109 -0.008
H -5.277 0.273 -3.287 0.070
H -4.512 -0.602 -4.182 -0.027
O -5.278 -0.061 -4.268 -0.126
H -1.147 -3.250 -4.574 -0.008
H -2.593 -3.051 -4.145 0.036
O -1.681 -2.962 -3.837 -0.080
H 0.147 4.765 4.695 -0.102
H 0.771 3.663 3.965 0.029
O 0.870 4.403 4.533 0.064
H -4.882 -2.739 -0.020 -0.014
O -5.299 -1.938 0.301 -0.122
H -1.247 1.111 4.472 -0.020
H -2.679 1.417 4.905 0.042
O -1.857 1.808 4.633 -0.036
H -0.335 -1.204 4.019 0.032
O -1.050 -0.627 3.800 -0.042
H -1.072 5.142 0.859 -0.013
H -2.085 4.232 0.934 0.048
O -1.890 5.139 1.373 -0.096
H 0.914 1.391 -1.628 0.012
H 0.843 2.033 -2.999 0.024
O 0.445 2.044 -2.133 -0.067
H 4.193 1.029 4.653 0.047
H 3.409 2.348 4.768 0.064
O 3.456 1.511 4.280 -0.036
H 1.562 -0.070 -3.911 0.029
H 1.416 -1.433 -3.131 0.059
O 1.942 -0.583 -3.169 -0.115
H -1.326 1.111 0.178 0.073
H -0.574 -0.025 0.303 -0.089
O -0.720 0.526 -0.362 -0.015
H -2.199 -4.414 -0.495 -0.016
H -1.539 -3.116 -0.297 0.026
O -2.146 -3.760 0.142 -0.092
H 1.844 -3.009 1.342 0.109
H 3.497 -3.089 1.370 0.032
O 2.738 -3.486 1.022 -0.095
H -3.073 2.618 3.127 0.087
H -3.097 3.434 1.798 -0.083
O -3.557 2.819 2.238 -0.030
H 5.312 0.711 -2.593 -0.027
H 3.864 1.020 -2.238 0.018
O 4.791 1.304 -2.185 -0.007
H -1.770 4.372 -3.616 0.152
H -0.295 4.585 -3.138 -0.053
O -0.819 4.760 -3.845 -0.043
H -0.128 -1.336 1.983 0.041
O 0.525 -1.345 1.235 -0.159
H -0.329 -4.153 2.105 -0.028
H -1.689 -3.417 2.015 0.059
O -0.943 -3.709 2.668 -0.110
H -5.685 -2.358 1.145 0.068
H -5.538 3.146 -1.586 0.078
H -1.761 -0.967 3.342 -0.008
H 3.256 2.386 0.087 0.072
H 2.066 -4.878 -0.068 0.104
H 0.081 -1.850 0.427 0.105
O 2.444 4.709 -2.181 -0.079
H 3.074 4.644 -1.443 0.013
H 2.933 4.331 -2.981 0.081
O 3.544 4.772 0.922 -0.029
H 3.179 5.574 0.728 -0.055
H 4.511 4.740 1.058 0.069
O 1.710 0.086 2.886 -0.121
H 2.528 0.435 2.514 0.052
H 0.966 0.340 2.273 0.094
O -0.076 -1.302 -5.319 -0.060
H -0.119 -0.261 -5.337 0.124
H -0.146 -1.378 -6.205 -0.017
O -0.785 3.821 -0.951 0.002
H -0.923 2.860 -1.106 0.056
H 0.021 3.942 -1.187 -0.104
O -2.322 -1.901 -1.443 -0.113
H -2.626 -1.370 -0.607 0.073
H -2.938 -2.573 -1.613 -0.027
O -0.269 0.093 -3.189 -0.115
H -0.801 -0.680 -3.429 0.030
H -0.429 0.077 -2.269 -0.012

***

Record 11
120
Properties=species:S:1:pos:R:3:lowdin_charge:R:1 method="wB97M-V/def2-TZVPD" e_homo_ha=-0.370 fmax_ev_per_a=11.11 lumo_ev=-0.636 de_lowest_kj_mol=1540.8
H 0.228 -2.056 -3.172 0.041
H 1.409 -1.040 -3.157 -0.009
O 0.812 -1.504 -2.625 -0.020
H 2.201 4.075 4.540 0.016
H 1.214 2.955 4.744 0.096
O 1.643 3.777 5.287 -0.126
H -2.572 3.070 -2.963 0.074
H -2.839 2.481 -1.280 0.054
O -2.519 2.258 -2.221 -0.174
H -5.822 0.054 -0.514 -0.048
H -4.761 1.079 0.048 0.049
O -5.771 0.812 0.006 -0.080
H 1.573 -1.343 6.162 -0.100
H 0.211 -1.660 6.105 0.091
O 1.150 -2.035 6.358 0.023
H -2.499 3.806 0.581 0.022
O -1.697 4.001 1.139 -0.077
H 5.774 0.227 0.672 0.171
O 4.815 -0.223 0.492 -0.119
H -0.490 1.884 2.883 0.075
H -1.564 1.638 2.039 0.068
O -0.590 1.280 2.094 -0.106
H 5.201 -2.008 -1.978 -0.060
H 5.816 -3.171 -1.214 0.030
O 6.022 -2.425 -1.782 -0.057
H 1.226 1.385 -4.116 -0.037
H 1.412 2.923 -4.307 0.074
O 1.838 2.029 -4.437 -0.084
H 1.034 5.173 3.115 0.047
H 1.136 4.962 1.553 0.033
O 1.708 5.183 2.378 -0.115
H -1.032 1.914 -1.837 -0.053
O -0.365 2.139 -1.191 -0.148
H -4.616 -4.194 1.981 0.000
H -3.217 -4.007 1.540 0.019
O -4.074 -4.298 1.267 -0.003
H 0.410 -5.741 -3.086 0.022
H 1.994 -5.572 -3.616 0.048
O 1.038 -5.536 -3.776 -0.058
H -3.821 1.215 1.674 0.144
H -2.755 0.841 0.388 -0.006
O -3.146 1.430 0.921 -0.048
H 3.458 4.813 0.417 0.006
H 4.927 4.498 0.468 0.012
O 4.327 5.205 0.507 -0.020
H -1.574 -2.074 0.243 -0.001
H -0.688 -3.196 0.497 0.002
O -1.414 -2.734 0.833 0.043
H -2.946 4.671 -1.735 0.031
H -4.426 4.879 -1.283 0.000
O -3.678 4.413 -1.168 0.014
H 1.232 -3.322 -1.186 0.003
O 1.184 -3.441 -0.254 -0.051
H -4.274 -2.340 2.604 -0.011
H -3.097 -2.262 3.526 -0.025
O -3.885 -2.697 3.325 0.025
H 1.629 4.400 -0.912 -0.014
O 1.164 4.960 -0.314 -0.052
H -2.221 -0.473 3.370 0.098
H -2.676 0.702 4.084 -0.022
O -2.720 0.462 3.210 -0.090
H 4.432 -0.285 -1.449 0.037
H 4.459 -0.257 -3.274 0.226
O 3.987 -0.677 -2.283 -0.180
H -0.631 0.018 2.933 0.016
H -0.758 -1.286 2.123 -0.026
O -0.542 -1.017 2.994 -0.098
H -2.484 -3.305 5.462 0.128
H -1.024 -2.758 5.591 -0.010
O -1.907 -2.433 5.455 -0.082
H 1.859 -2.132 1.906 0.105
H 1.126 -1.198 0.883 -0.094
O 1.891 -1.534 1.122 -0.065
H -1.475 0.684 -4.040 0.097
H -0.520 0.328 -5.143 0.044
O -0.514 0.365 -4.183 -0.074
H 1.858 0.731 0.733 0.132
H 2.002 0.107 2.208 -0.024
O 2.233 0.907 1.774 -0.117
H -1.032 2.506 5.652 0.079
H -1.256 1.191 5.173 0.014
O -1.437 2.053 4.894 -0.008
H -0.044 -3.292 -5.043 0.030
H -1.449 -3.169 -5.106 -0.033
O -0.761 -3.203 -5.720 -0.051
H 3.097 2.486 -1.931 0.107
H 2.520 1.059 -1.676 0.014
O 2.224 1.938 -1.905 -0.089
H 1.613 -4.122 4.539 0.033
O 1.213 -4.957 4.117 -0.167
H 0.315 -0.462 -1.231 0.042
H 0.267 0.774 -0.221 -0.071
O 0.237 -0.118 -0.313 -0.039
H 2.121 -3.283 0.006 0.043
H -1.634 3.037 1.370 0.000
H 0.371 4.464 0.004 0.039
H 4.197 0.179 1.141 0.037
H 0.564 2.345 -1.779 0.115
H 2.038 -5.027 3.395 0.126
O -5.440 -2.227 -0.648 -0.022
H -5.288 -2.645 -1.572 0.106
H -4.648 -2.586 -0.386 -0.064
O -1.535 -3.662 -2.778 -0.097
H -2.181 -4.441 -2.539 0.072
H -1.193 -3.567 -1.903 -0.015
O 3.453 4.868 -2.298 -0.030
H 3.878 5.538 -1.665 0.088
H 4.073 4.889 -2.937 -0.026
O -3.129 -4.634 -1.206 -0.052
H -3.166 -4.126 -0.397 -0.010
H -4.020 -4.198 -1.255 0.066
O 4.142 -2.626 0.694 -0.073
H 3.993 -2.131 -0.093 -0.022
H 4.192 -1.812 1.226 0.024
O 2.005 -0.648 -5.652 -0.075
H 2.562 0.147 -5.739 0.030
H 2.234 -1.178 -6.466 0.078
O -2.131 4.289 -3.809 -0.090
H -1.494 4.885 -3.180 0.171
H -2.309 4.811 -4.622 0.093

***

| no. | DFT total energy (eV) |
| --- | --- |
| 1 | -6239.7391 |
| 2 | -6235.8492 |
| 3 | -6239.2447 |
| 4 | -6873.8811 |
| 5 | -24041.4295 |
| 6 | -17899.6326 |
| 7 | -39477.5799 |
| 8 | -153476.7358 |
| 9 | -6230.8629 |
| 10 | -83188.7753 |
| 11 | -83189.8459 |